96
Properties=species:S:1:pos:R:3:forces:R:3 method="wB97M-V/def2-TZVPD" lumo_ev="-8.5 / -9.6" total_charge=+3 relative_energy_kcal_mol=42.4 multiplicity=5
Rh -0.5614 -0.3771 1.8123 0.24 0.26 0.94
Br -2.1597 -4.2401 -4.6805 0.06 0.12 0.43
S 2.0428 1.3147 5.6685 -0.50 -0.06 -0.37
P 1.2409 0.5008 -2.6103 0.38 0.19 -1.99
P -1.6469 0.4271 -2.6497 0.20 0.56 -0.62
O 1.0691 0.2933 -1.1762 -0.03 -0.32 0.69
O -0.2493 0.4181 -3.3852 -0.20 0.00 0.23
O -1.6628 -0.4795 -1.3873 -0.28 0.06 0.16
N 0.5362 0.2665 3.8285 -0.85 0.09 -0.57
N -0.0920 2.4326 4.4352 -0.29 0.14 -0.11
N -2.0971 -1.9266 0.9363 0.06 0.69 1.33
N -1.8631 1.9006 -1.9657 -0.30 -0.96 -0.29
N -2.1371 -0.9965 3.5690 0.29 -0.14 -0.82
N 2.0304 -0.7526 -3.3622 -0.45 1.16 0.96
N -2.6496 -0.1507 -3.8124 0.64 0.90 0.90
N 1.1408 0.9968 1.3662 -0.63 -0.40 0.09
N 1.6985 2.0408 -3.0245 -0.46 -1.22 0.31
C 3.5057 1.2011 1.5529 -0.21 0.03 -0.05
C -4.0917 -2.3492 3.9592 0.45 0.19 -0.56
C -1.1841 -1.8665 -1.3134 0.12 -0.39 0.34
C -2.0489 -2.5231 -0.2795 -0.06 -0.69 -1.22
C 1.4808 -0.6832 4.1251 0.85 -0.45 0.66
C -2.1619 3.0185 -2.8507 0.02 0.24 -0.14
C -2.0872 -0.7618 4.8683 0.03 0.15 0.41
C 3.4233 2.5901 1.6817 -0.39 -0.24 -0.05
C 2.4271 -0.7340 -4.7549 0.02 -0.05 -0.23
C 2.1453 3.1440 1.5961 0.06 -0.18 -0.07
C 4.6340 3.4181 1.9129 0.19 0.13 0.06
C -2.9850 -1.3043 5.7810 -0.25 -0.17 -0.20
C 3.3893 -1.1738 5.5508 -0.11 0.13 -0.08
C 2.3932 -0.3069 5.1307 -0.34 -0.24 -0.49
C 2.3581 0.4533 1.3859 0.49 -0.14 -0.08
C 2.7930 2.5961 -2.2519 0.41 0.05 0.23
C 0.6894 1.3495 4.5375 0.62 -0.04 0.48
C -1.2262 -2.5083 -2.6485 -0.31 -0.71 -0.23
C -2.1704 2.1226 -0.5634 0.08 -0.13 0.28
C -3.1138 -2.1526 1.7268 0.19 -0.18 -0.71
C -4.0130 -2.1129 5.3186 0.24 0.23 0.18
C -2.4065 0.0196 -5.2391 0.23 -0.03 -0.45
C -2.0319 -3.5641 -2.9114 0.53 0.49 -0.54
C 3.4690 -2.4098 4.9367 -0.07 -0.08 -0.19
C 1.5029 2.6682 -4.3146 -0.08 0.13 -0.26
C 1.5807 -1.9307 3.5138 -0.31 0.44 0.01
C -3.1176 -1.7987 3.1100 -0.46 0.06 1.02
C -2.7577 -3.6862 -0.6065 0.12 0.35 0.30
C -4.0404 -0.4166 -3.4723 -0.33 -0.11 0.14
C 2.5836 -2.7863 3.9203 0.16 -0.07 0.09
C 1.0451 2.3207 1.4496 -0.01 0.36 -0.06
C 2.6600 -1.7831 -2.5595 0.01 -0.32 0.17
C -2.7826 -4.1955 -1.8845 -0.12 -0.06 0.09
H -4.7099 0.3466 -3.8750 0.09 0.07 0.04
H 4.4614 0.7035 1.5944 0.12 -0.09 -0.04
H 1.9513 0.0940 -5.2712 0.00 0.04 -0.16
H 0.0511 2.7445 1.3964 -0.04 0.02 0.04
H 2.3525 2.5245 -4.9893 -0.04 -0.03 0.03
H 0.5998 2.2819 -4.7792 -0.01 0.06 -0.14
H 3.5122 -0.6447 -4.8455 -0.03 0.08 -0.05
H -0.5950 -2.0877 -3.4130 0.12 -0.01 -0.16
H -3.9954 -2.6721 1.3623 0.09 -0.08 -0.08
H -0.1418 -1.7735 -0.9576 -0.23 0.05 -0.08
H 2.8145 2.1162 -1.2745 0.09 0.11 0.06
H 3.7622 2.4536 -2.7423 -0.06 0.01 0.01
H 2.0037 4.2109 1.6521 -0.03 0.15 0.03
H -3.2829 -4.2232 0.1688 -0.07 -0.04 0.04
H -3.0109 0.8273 -5.6586 -0.01 0.01 0.10
H -4.7278 -2.5494 6.0007 -0.04 -0.01 0.02
H 0.8511 -2.1950 2.7324 0.23 -0.21 0.19
H 4.2375 -3.0972 5.2441 0.12 -0.14 0.05
H -4.3366 -1.3750 -3.9023 0.06 -0.04 0.07
H -1.3553 0.2281 -5.4143 -0.03 -0.02 -0.10
H -1.2935 -0.1248 5.2215 0.08 0.03 -0.02
H 4.0780 -0.8868 6.3298 0.10 -0.04 0.07
H 2.4331 -1.6027 -1.5112 0.10 -0.13 0.01
H -3.2172 3.2963 -2.8128 0.00 -0.04 -0.02
H -1.5614 3.8792 -2.5503 0.00 -0.03 -0.11
H 2.2825 -2.7666 -2.8505 0.04 -0.04 0.03
H -1.7671 3.0973 -0.2903 0.00 0.02 0.07
H -3.3591 -5.0794 -2.1107 0.00 -0.08 0.01
H 2.4172 -0.6205 1.2582 0.03 0.05 0.08
H -0.0316 3.1585 5.1298 -0.06 0.06 -0.03
H 2.6910 -3.7573 3.4614 -0.01 -0.08 -0.01
H 2.6271 3.6674 -2.1255 0.01 -0.02 0.06
H -2.8710 -1.0910 6.8306 0.02 0.04 0.12
H -1.6967 1.3500 0.0607 -0.11 0.27 -0.22
H -4.8658 -2.9780 3.5468 -0.07 -0.04 -0.05
H 4.9701 3.2930 2.9427 0.02 0.01 0.08
H 4.4401 4.4745 1.7519 0.01 0.06 -0.03
H 1.3878 3.7409 -4.1456 -0.07 -0.02 -0.12
H -4.1606 -0.4621 -2.3909 -0.10 -0.05 0.03
H 5.4593 3.1020 1.2777 0.01 0.00 -0.06
H 3.7426 -1.7774 -2.7024 0.00 0.02 0.03
H -0.9547 2.3496 3.9181 0.07 0.11 0.15
H -1.9031 2.7501 -3.8741 0.00 0.13 -0.09
H 2.1233 -1.6691 -5.2317 -0.01 0.07 -0.06
H -2.6675 -0.9035 -5.7569 0.01 -0.03 0.04
H -3.2461 2.1251 -0.3747 -0.02 0.01 0.02


76
Properties=species:S:1:pos:R:3:forces:R:3 method="wB97M-V/def2-TZVPD" lumo_ev="-4.9 / -6.2" total_charge=+1 relative_energy_kcal_mol=10.0 multiplicity=5
As 0.6199 -0.6419 -0.6184 0.25 0.02 0.28
As 2.7760 2.0755 -2.3974 -0.03 0.05 0.03
Co -1.1435 -0.2359 1.2795 -0.25 -0.11 0.04
O 4.2845 -0.5074 -2.2018 -0.08 -0.02 0.04
O 4.4593 -0.7173 0.0390 -0.05 -0.07 0.03
O 1.5215 2.4476 -4.7966 0.05 -0.07 0.02
O -0.7464 -1.8828 -2.6911 0.01 0.00 -0.03
O -2.2278 -1.7585 0.1854 0.03 0.08 0.12
O 2.0726 -0.7629 3.9300 -0.14 -0.06 -0.12
O 2.0393 2.6740 1.3545 0.06 0.03 0.04
O -1.4973 0.0170 -3.6599 0.05 -0.03 0.00
O 0.7836 0.0232 2.2645 -0.16 0.08 -0.06
O -0.0246 2.0304 0.7206 0.14 0.12 -0.17
O 0.7503 0.4056 -5.3551 0.05 0.02 0.01
O -2.8342 -3.9251 0.1580 0.09 0.13 0.05
N -2.6913 0.7852 0.1146 0.10 -0.08 0.00
N -1.9783 0.3531 3.2696 0.01 -0.17 0.01
N -0.6624 -2.0821 2.1822 0.09 -0.04 -0.02
C -0.6554 -0.6087 -3.0793 -0.23 -0.05 0.01
C 1.5926 3.5017 -1.7729 -0.01 0.00 -0.16
C 3.9648 -0.2219 -1.0776 0.30 -0.08 -0.08
C 1.8842 0.8342 -0.0312 0.11 -0.32 -0.34
C 0.6223 -3.3100 3.7443 -0.01 0.09 -0.04
C -0.1347 -4.4400 3.4534 0.01 0.00 0.03
C -2.2488 -2.9636 0.6301 -0.05 -0.15 -0.02
C 1.1809 1.9185 0.7167 -0.13 0.03 0.11
C 1.1558 -0.8613 3.1382 0.13 -0.05 0.16
C -2.9977 1.3215 3.7569 -0.01 0.03 -0.03
C -3.0859 2.6950 1.6324 0.02 0.03 0.01
C 1.4683 3.5876 2.3203 0.00 -0.02 -0.05
C 2.9733 0.8542 -0.7858 -0.20 0.27 0.19
C -1.1115 -4.3842 2.4690 -0.04 0.03 -0.05
C -1.9825 -2.5873 -2.9990 0.02 0.07 0.00
C -1.3419 -3.1697 1.8414 -0.06 -0.06 -0.08
C -3.8791 1.8415 2.6324 0.00 -0.06 0.03
C 1.3715 0.8590 -3.1071 -0.12 -0.13 0.26
C 0.5003 0.8613 -6.7053 0.03 0.02 0.03
C 1.7336 -2.2376 -0.7044 -0.15 0.01 0.00
C 1.2022 1.3088 -4.5192 -0.13 0.04 -0.13
C 0.3307 -2.1399 3.0634 0.13 -0.02 0.11
C -3.1330 2.1877 0.2026 -0.03 0.10 -0.04
C 0.5914 -0.0163 -2.4772 0.23 0.15 -0.23
C 5.5024 -1.7113 -0.1275 -0.04 0.05 -0.02
H 1.0311 -3.0627 -0.8184 0.00 0.01 -0.02
H 2.2576 -2.3454 0.2442 0.01 0.05 0.01
H -3.4473 3.7244 1.6465 -0.01 0.00 -0.02
H 2.0911 4.0841 -1.0005 0.02 -0.02 0.00
H 6.3511 -1.2644 -0.6405 -0.01 -0.02 0.00
H -2.1138 -3.3317 -2.2210 0.04 -0.01 0.01
H -2.4769 2.1590 4.2242 -0.01 0.01 -0.02
H 5.7684 -2.0147 0.8784 -0.01 0.01 -0.01
H -1.8829 -3.0381 -3.9839 0.00 0.00 0.02
H -1.0843 0.5433 3.7108 0.02 0.04 0.04
H 0.7698 4.2591 1.8252 0.00 0.00 0.04
H -3.6002 0.8530 4.5362 -0.02 0.01 -0.02
H 2.3112 4.1283 2.7343 -0.01 0.00 0.00
H -4.6982 2.4160 3.0669 0.03 0.02 0.03
H -2.4673 2.7849 -0.4217 0.01 0.00 0.04
H -0.2367 1.6606 -6.6842 0.01 -0.01 -0.02
H 0.9653 3.0043 3.0894 0.00 0.02 -0.01
H -2.2331 -0.5734 3.5956 -0.03 -0.03 -0.01
H 1.4265 1.2169 -7.1511 -0.02 0.00 0.00
H -2.8092 -1.8847 -2.9869 -0.02 0.00 0.01
H -4.3553 0.9884 2.1401 0.00 -0.01 -0.01
H 2.4171 -2.2252 -1.5485 0.01 0.00 0.00
H -2.5010 0.5490 -0.8546 0.03 0.01 -0.04
H 1.4659 4.1187 -2.6622 -0.01 0.04 0.03
H 1.4325 -3.3200 4.4593 0.00 0.01 0.00
H -2.0388 2.7345 1.9404 0.02 -0.02 -0.01
H 0.6164 3.1553 -1.4442 0.02 -0.01 -0.01
H 0.0612 -5.3703 3.9701 0.01 0.00 0.00
H -1.6787 -5.2518 2.1634 -0.01 0.01 -0.01
H -4.1409 2.2951 -0.2106 0.01 -0.01 0.02
H 5.1180 -2.5484 -0.7062 0.03 -0.01 0.01
H -3.4431 0.1439 0.3513 -0.05 0.03 0.04
H 0.1195 -0.0049 -7.2337 0.01 0.00 0.00


46
Properties=species:S:1:pos:R:3:forces:R:3 method="wB97M-V/def2-TZVPD" lumo_ev=-2.6
W 0.0476 0.2137 -0.0123 2.49 -4.75 1.77
Cl -0.3562 0.2550 2.3052 -0.36 0.06 -1.29
Cl -3.5485 -0.5886 1.7011 0.17 -0.19 -0.46
O 0.0729 -2.2159 0.4386 -0.43 2.48 -1.51
O 0.4013 -0.8618 -1.5968 -0.98 1.51 1.15
O 1.8838 0.3739 0.5792 -0.64 0.20 -0.86
C 2.3091 -3.0571 0.8378 0.26 -0.03 -0.12
C 1.9176 2.5470 -1.5978 0.41 -0.10 -0.01
C -2.9213 0.8309 -1.6431 -0.23 -0.29 -0.05
C 0.5580 3.3024 1.2309 0.23 0.03 0.34
C 0.5432 2.1939 -1.1415 -0.63 0.00 0.17
C 0.6682 -2.9944 2.6616 -0.16 0.31 0.25
C -0.0633 2.5079 0.1339 -0.19 0.06 -0.60
C -0.4588 1.5767 -1.9557 0.17 0.07 0.54
C -1.6473 1.4324 -1.1717 0.43 0.07 -0.18
C -1.4286 2.0633 0.0884 0.15 0.89 0.04
C 0.8153 -3.1538 1.1504 0.73 -0.19 1.26
C 0.3214 -4.5706 0.8563 -0.33 -0.71 -0.56
C -2.4834 2.3605 1.0760 -0.47 -0.38 0.46
C -0.3048 1.1840 -3.3754 0.13 -0.25 -0.37
H -0.3931 -2.9317 2.9051 0.00 0.02 0.09
H -2.7342 0.0788 -2.4148 -0.06 0.07 0.13
H 0.7416 0.9913 -3.6282 -0.20 0.02 0.06
H 2.7275 0.1662 0.1414 -0.70 0.05 -0.19
H 1.6452 3.1677 1.2569 -0.22 0.07 -0.10
H 2.7595 -2.1408 1.2441 -0.18 -0.26 0.19
H -3.4607 0.3645 -0.8132 0.02 -0.01 0.02
H -0.7385 -4.6774 1.1307 0.25 0.18 -0.15
H 0.4228 -4.7913 -0.2156 -0.08 -0.02 0.16
H 0.3829 -1.7711 -1.1983 0.12 -0.42 0.57
H -3.0759 1.4409 1.2939 0.22 0.22 -0.08
H 2.5131 -3.0263 -0.2340 -0.13 -0.28 -0.16
H 1.1597 -2.0770 2.9998 -0.06 -0.16 0.10
H -2.0825 2.6915 2.0355 0.01 0.14 -0.22
H -0.8803 0.2885 -3.6328 0.12 0.20 0.18
H -0.6598 2.0032 -4.0156 0.04 -0.08 0.17
H 1.0966 -3.8660 3.1754 -0.01 0.32 -0.04
H 0.3295 4.3672 1.0760 0.09 -0.25 0.04
H -3.1930 3.0995 0.6730 0.36 -0.04 -0.01
H 0.1834 3.0028 2.2164 -0.03 0.07 -0.33
H 2.3146 1.7937 -2.2930 -0.17 0.24 0.14
H 1.8915 3.5150 -2.1189 0.05 -0.23 0.14
H 2.6248 2.6179 -0.7618 -0.29 0.07 -0.16
H -3.5604 1.6057 -2.0814 0.10 0.01 0.05
H 0.8693 -5.3674 1.4195 -0.19 0.84 -0.38
H 2.7901 -3.9445 1.2747 0.19 0.40 -0.16


52
Properties=species:S:1:pos:R:3:forces:R:3 method="wB97M-V/def2-TZVPD" lumo_ev="-5.8 / -5.8" total_charge=+2 multiplicity=8
Eu -0.4078 -0.0158 -0.5000 -1.96 -0.95 1.59
O -1.2653 -0.0367 1.8655 -0.25 0.08 -0.22
O -0.6327 2.0908 0.3895 -1.69 0.56 1.80
O -0.3757 -2.1706 0.5703 -1.53 -1.16 2.33
N -2.2276 3.3793 1.4354 2.16 -0.15 -0.11
N -1.5777 -3.5975 1.9892 -0.06 0.34 -0.43
N 1.9016 0.0662 -0.3810 2.16 0.89 0.08
N 0.1550 0.0319 -2.6965 1.52 0.15 -2.77
C -1.6082 4.5476 0.7802 0.13 0.72 -0.94
C 1.2406 0.1863 -5.2298 0.36 0.67 -0.80
C 4.3657 0.0403 -3.1573 -0.37 0.19 -0.45
C -3.3024 3.6793 2.3893 -1.06 -0.54 -0.31
C 2.4069 0.0495 -1.6666 0.60 -0.66 0.75
C -1.0598 -2.4067 1.6406 0.40 0.05 -1.23
C -1.2028 -1.2448 2.6137 1.29 0.11 1.00
C -0.1204 0.2477 -5.0664 -0.35 -0.07 -0.19
C 4.1201 0.0764 0.5477 0.09 -0.08 0.37
C -2.5887 -3.8654 3.0573 0.74 -0.26 0.31
C 2.7448 0.1923 0.6759 -1.68 -0.76 -0.25
C 3.8095 0.0237 -1.8494 -0.87 0.33 0.21
C 1.5505 -0.0029 -2.8536 -1.21 1.01 -0.65
C -1.1345 -4.8069 1.2426 -0.49 0.67 0.22
C -0.6483 0.1674 -3.7628 1.90 -0.74 -0.32
C 4.6313 -0.0090 -0.7133 0.30 0.00 -0.58
C 3.5826 0.0532 -4.2588 -0.27 -0.16 -0.46
C 2.1354 0.1019 -4.1589 0.08 -0.81 2.06
C -1.5087 2.2400 1.3071 0.70 1.65 -0.22
C -1.6188 1.2403 2.4241 -0.05 -1.39 0.56
H 4.7395 -0.0130 1.4336 -0.01 0.27 -0.16
H 1.6643 0.3341 -6.2241 -0.14 -0.31 0.14
H -2.1623 -4.5083 3.8389 0.21 0.33 -0.16
H 5.6870 -0.1062 -0.9126 0.23 0.00 0.28
H -1.7068 0.0818 -3.6193 -0.45 0.26 0.27
H -2.0199 -1.3884 3.3150 -0.11 0.39 -0.11
H -1.9360 -5.5378 1.2437 -0.03 -0.06 0.19
H -2.9866 -2.9751 3.5291 0.13 0.09 -0.14
H -4.2292 3.2910 1.9378 0.12 0.17 0.27
H -3.4398 4.7652 2.4639 0.35 -0.40 0.09
H -3.2271 3.2229 3.3865 0.42 0.32 -0.35
H -0.2551 -5.1934 1.7450 0.15 -0.22 -0.16
H 2.2725 0.2732 1.6977 0.46 -0.09 -1.33
H -0.9459 -4.5357 0.2139 0.32 0.04 -0.10
H -1.1557 5.2632 1.4810 -0.28 -0.50 0.34
H -0.9383 1.5051 3.2701 -0.37 0.03 -0.65
H -2.6395 1.1997 2.7952 -0.09 -0.04 0.17
H -3.4295 -4.4413 2.6865 -0.02 0.11 -0.60
H -0.7569 0.3291 -5.9636 0.24 0.01 0.77
H -0.7953 4.2396 0.0982 -0.75 0.05 0.36
H -0.2293 -1.2717 3.2135 -1.15 0.09 -0.54
H -2.3553 5.1227 0.2238 0.05 -0.28 -0.02
H 5.4328 0.1229 -3.2457 0.33 -0.30 -0.12
H 4.0480 -0.0371 -5.2422 -0.24 0.36 0.20